Entry from the OMol25 dataset: one molecule with the formula C19H22ClN5O3 in a non-equilibrium geometry (wB97M-V/def2-TZVPD).

Geometry as ORCA input:
```
! RIJCOSX wB97M-V def2-TZVPD def2/J DEFGRID3
* xyz 0 1
C 1.37506 -0.40437 -2.82796
C 1.36450 0.70088 -1.75726
C 2.60738 0.58024 -0.86664
C 1.40776 2.03877 -2.52379
C 0.10986 0.56451 -0.91013
N 0.07016 1.49619 0.17766
C -0.85624 2.50442 0.18610
O -1.44171 2.84910 -0.85003
C -1.13626 3.22948 1.43755
C -2.34805 3.93099 1.56332
C -2.72066 4.53774 2.77147
C -1.88692 4.40533 3.92923
Cl -2.45188 4.95938 5.46454
C -0.65753 3.72018 3.78943
C -0.29316 3.17167 2.57641
N 0.04756 -0.70990 -0.19142
C -1.07582 -1.52722 -0.24064
C -2.36468 -1.04394 -0.26881
N -3.55452 -1.74644 -0.36876
O -4.58171 -1.07187 -0.34477
O -3.55282 -3.00029 -0.34507
N -0.78308 -2.85760 -0.43277
C 0.36943 -3.57868 -0.12891
C 0.68797 -4.65860 -0.95972
C 1.77746 -5.45400 -0.65068
C 2.53388 -5.13551 0.49087
N 2.22335 -4.10690 1.32027
C 1.17459 -3.35102 1.00203
H 1.15235 -1.40075 -2.42199
H 2.35733 -0.41083 -3.32222
H 0.66882 -0.22486 -3.63975
H 3.51151 0.85812 -1.39819
H 2.73653 -0.40093 -0.44924
H 2.55202 1.27040 0.01311
H 1.37791 2.90340 -1.83821
H 2.28576 2.14449 -3.16075
H 0.52952 2.07002 -3.15097
H -0.78056 0.65821 -1.55930
H 0.25394 1.15018 1.11048
H -2.96940 3.99343 0.70873
H -3.70671 5.01834 2.85992
H -0.00627 3.64643 4.63826
H 0.69700 2.72646 2.50294
H 0.93690 -1.20671 -0.31960
H -2.39637 0.03360 -0.24096
H -1.62761 -3.38747 -0.70676
H 0.03012 -4.89827 -1.81405
H 2.00157 -6.30752 -1.26729
H 3.43989 -5.68835 0.69162
H 0.91187 -2.58994 1.72275
*
```

Values from the calculation:
orbital gap	8.67	eV
HOMO	-8.8	eV
lowest unoccupied orbital energy	-0.1559	eV
total energy	-46173.0053	eV